[1]
43
Properties=species:S:1:pos:R:3 method="wB97M-V/def2-TZVPD" homo_lumo_gap_ha=0.294 lumo_energy_ha=0.002 max_force_ev_per_a=18.71
O 3.238 -2.410 0.356
O 5.079 -0.787 0.170
O 3.872 1.679 0.724
O 0.450 -0.525 -2.013
N -0.158 1.205 -0.573
C -8.176 -0.447 0.210
C 3.813 -1.534 -0.131
C -1.520 1.028 -0.962
C 3.124 -0.498 -1.117
C -4.363 -1.008 0.756
C 5.593 -1.583 1.382
C 2.428 1.536 0.193
C -3.663 -0.260 -0.371
C -2.277 0.016 0.212
C -6.627 -0.075 0.416
C 0.845 0.397 -1.018
C 2.213 0.297 -0.734
C 1.467 2.487 0.847
C 0.284 2.069 0.417
C -5.701 -1.194 0.352
H 2.582 -1.021 -1.793
H 1.841 3.204 1.510
H -3.769 -0.659 -1.234
H 3.998 0.250 -1.982
H -0.636 2.693 0.922
H -2.184 0.514 1.035
H 4.915 -1.496 2.338
H -6.470 0.715 -0.298
H 6.545 -1.164 1.321
H -8.405 -0.945 -0.830
H -8.788 0.354 0.310
H -1.944 1.949 -0.817
H -3.830 -1.714 0.909
H -1.810 -0.992 0.346
H -6.838 0.525 1.503
H 5.735 -2.558 1.020
H -4.142 0.935 -0.243
H -5.842 -1.703 -0.799
H -1.505 0.653 -1.878
H -8.731 -1.087 1.100
H 4.409 0.799 0.387
H -4.447 -0.564 1.769
H -6.258 -2.022 1.326

[2]
45
Properties=species:S:1:pos:R:3 method="wB97M-V/def2-TZVPD" smiles="COC(=O)c1ccc(OC[C@H](O)CN(CCO)CCO)cc1" homo_lumo_gap_ha=0.277 lumo_energy_ha=-0.016 max_force_ev_per_a=18.13
O 5.757 1.729 0.577
O -2.871 2.330 -0.642
O 0.751 -2.107 0.419
O -3.767 0.384 -2.655
O 6.592 -0.024 -1.011
O -0.818 0.471 0.003
N -3.650 -0.019 0.449
C 3.275 0.616 0.615
C -0.244 -1.857 1.144
C 4.217 -1.388 -0.742
C -3.488 2.451 0.674
C 2.160 -0.113 0.828
C 4.355 0.056 -0.140
C -4.896 -0.369 -1.595
C -4.420 1.020 1.006
C -2.473 -0.523 1.089
C 5.589 0.700 -0.063
C 7.862 0.820 -0.908
C 2.893 -1.773 -0.604
C -4.461 -1.024 -0.503
C 1.887 -1.113 0.255
C -1.345 -0.907 0.395
H -0.055 -1.205 2.022
H -2.100 1.729 -0.437
H 7.826 1.899 -1.462
H 5.022 -1.554 -1.161
H -3.909 -1.800 -0.446
H 8.439 0.931 -0.020
H -4.184 3.150 0.755
H -3.395 0.976 -1.859
H -5.136 -1.058 -2.461
H 2.829 -2.848 -1.090
H -2.792 2.300 1.518
H -0.250 0.470 -0.610
H -4.559 0.875 2.028
H 3.371 1.616 1.101
H -1.487 -1.467 -0.447
H -2.852 -1.576 1.445
H 8.478 0.165 -1.667
H -2.330 0.095 2.215
H -5.229 1.374 0.376
H -5.659 0.097 -1.632
H -5.318 -1.234 0.194
H 1.276 0.264 1.418
H -0.890 -2.563 1.627

[3]
40
Properties=species:S:1:pos:R:3 method="wB97M-V/def2-TZVPD" total_charge=+1 homo_lumo_gap_ha=0.279 lumo_energy_ha=-0.171 max_force_ev_per_a=2.10
S -1.025 -0.157 0.005
O 0.610 -3.229 1.761
C 1.247 3.720 -0.233
C 2.574 1.950 -1.180
C -1.530 0.413 1.601
C -1.531 1.735 1.934
C -1.573 -1.876 -0.046
C 0.317 -2.345 2.829
C -0.567 -2.834 -0.716
C 1.538 -2.757 0.804
C -1.966 0.824 -1.184
C 0.101 3.212 -0.831
C 1.431 1.451 -1.791
C 0.198 2.060 -1.607
C -1.052 1.486 -2.238
C 0.915 -2.497 -0.597
C 2.467 3.086 -0.391
H 2.054 -1.853 1.141
H -0.779 -3.823 -0.314
H 1.158 -1.495 -0.949
H -1.781 -0.352 2.335
H 3.346 3.481 0.100
H -1.798 -2.187 0.972
H -0.849 3.717 -0.702
H -0.771 -2.322 2.966
H 1.160 4.623 0.358
H -2.464 2.218 2.221
H -2.436 1.616 -0.599
H -2.763 0.230 -1.630
H -0.785 0.743 -2.990
H 1.426 -3.180 -1.279
H -0.806 -2.860 -1.781
H -1.614 2.293 -2.707
H 0.740 -2.738 3.754
H -2.496 -1.888 -0.625
H 0.649 -1.322 2.635
H 3.522 1.452 -1.325
H -0.644 2.359 2.012
H 1.462 0.562 -2.411
H 2.315 -3.515 0.696

[4]
50
Properties=species:S:1:pos:R:3 method="wB97M-V/def2-TZVPD" total_charge=+1 homo_lumo_gap_ha=0.311 lumo_energy_ha=-0.114 max_force_ev_per_a=0.60
Bi -0.667 -0.990 -1.561
O -1.095 -4.518 -0.487
O 2.271 0.174 2.085
N -1.697 0.039 0.155
N -3.032 0.156 0.045
N 0.648 1.247 -1.180
N -3.514 -2.071 -0.876
N -2.225 -2.508 -0.963
N 0.692 -2.379 -0.798
N 1.644 -0.671 1.212
C 3.801 -1.834 1.285
C -3.497 0.818 1.101
C -1.315 0.631 1.295
C -2.194 -3.782 -0.509
C 2.395 -1.612 0.819
C 1.372 3.704 -0.693
C 1.756 -2.575 -0.130
C 1.731 3.926 0.784
C 2.586 3.995 -1.591
C -3.480 -4.162 -0.125
C 0.171 4.592 -1.075
C 2.455 -3.899 -0.277
C 0.971 2.319 -0.926
C -4.263 -3.048 -0.372
C -2.430 1.146 1.934
B -3.809 -0.571 -1.108
H 2.553 -4.397 0.689
H 1.594 0.813 2.322
H 4.489 -1.890 0.441
H -5.319 -2.906 -0.208
H 3.870 -2.773 1.835
H 3.392 3.286 -1.400
H -3.322 -0.226 -2.161
H 2.313 3.936 -2.644
H 4.112 -1.025 1.938
H 0.492 5.633 -1.076
H -0.327 -3.943 -0.728
H 2.955 4.999 -1.382
H 1.878 4.993 0.946
H 1.906 -4.545 -0.957
H 3.461 -3.752 -0.675
H -3.778 -5.114 0.276
H -2.476 1.666 2.875
H -4.974 -0.359 -1.002
H -0.638 4.473 -0.354
H -0.281 0.629 1.589
H -0.207 4.342 -2.066
H 2.659 3.420 1.051
H 0.922 3.595 1.440
H -4.550 1.017 1.207

[5]
63
Properties=species:S:1:pos:R:3 method="wB97M-V/def2-TZVPD" spin_multiplicity=2 homo_lumo_gap_ha="0.236 / 0.207" lumo_energy_ha="-0.068 / -0.097" max_force_ev_per_a=0.88
W -1.714 0.416 -2.027
Sb 0.775 -0.904 -3.069
Se -2.770 3.520 -2.811
Se -0.520 2.263 -0.764
Se -3.186 2.217 -0.853
Se -4.818 4.140 -3.486
S -1.442 -1.741 -3.164
S 1.698 4.336 1.216
S 1.612 2.342 -1.530
S 0.156 -0.562 -0.737
S -0.325 1.163 -3.802
P 2.609 3.008 0.181
F -4.175 -2.263 -2.454
F -3.354 0.445 -4.427
F -4.736 0.910 -2.806
F -4.255 -1.838 -4.562
F -5.819 -1.150 -3.251
O 0.924 -3.255 0.880
O 3.014 1.672 0.958
O -3.159 -5.334 1.035
O 3.956 3.547 -0.447
O -1.853 0.522 2.020
N -2.943 -0.963 -0.470
N -1.091 -4.460 1.297
C 6.066 2.608 0.284
C -4.497 -1.324 -3.358
C -4.093 -0.617 0.121
C -4.204 -2.627 1.397
C -3.727 0.058 -3.159
C -0.172 -3.425 1.734
C -2.433 -4.360 1.062
C 1.372 0.862 2.540
C 4.839 1.585 -1.677
C -3.006 -2.996 0.799
C 2.757 1.447 2.376
C 3.843 0.518 2.872
C -2.433 -2.152 -0.127
C -4.748 -1.407 1.049
C 5.149 2.848 -0.897
H -1.540 -2.457 -0.647
H 5.656 1.837 0.934
H -4.691 -3.297 2.093
H 6.198 3.525 0.856
H 3.685 0.308 3.931
H 1.171 0.703 3.601
H 4.337 0.849 -1.048
H -0.773 -5.414 1.388
H 3.813 -0.425 2.325
H -2.049 1.323 2.522
H 0.623 1.539 2.131
H 7.041 2.276 -0.073
H -5.683 -1.060 1.464
H 2.815 2.415 2.875
H 4.830 0.963 2.761
H 5.603 3.579 -1.567
H 4.220 1.800 -2.547
H 0.650 -2.699 0.135
H -1.247 0.024 2.574
H 1.307 -0.094 2.014
H -4.556 0.304 -0.200
H 0.248 -3.710 2.699
H 5.779 1.156 -2.026
H -0.736 -2.498 1.860

[6]
49
Properties=species:S:1:pos:R:3 method="wB97M-V/def2-TZVPD" total_charge=+1 homo_lumo_gap_ha="0.252 / 0.190" lumo_energy_ha="-0.108 / -0.116" max_force_ev_per_a=1.87
Ga 0.186 0.329 0.089
O 1.475 0.800 -1.658
O 1.520 3.036 0.925
O -2.439 -1.762 -3.488
O -2.821 0.520 -0.909
O -0.745 0.267 2.101
N 1.939 -0.395 0.951
N -0.180 -1.699 0.086
N -1.626 1.149 -0.456
N 0.323 2.307 0.616
C 3.140 0.237 1.101
C 3.957 -1.582 2.476
C -3.136 3.078 -0.470
C -1.136 -1.187 -3.706
C -1.179 -2.361 -0.550
C 0.481 -3.801 1.115
C 4.145 -0.330 1.881
C -0.577 4.572 0.560
C -1.353 -3.728 -0.428
C 1.814 -1.690 1.403
C 0.672 -2.423 0.892
C -0.690 3.116 0.315
C -0.535 -4.466 0.430
C 2.768 -2.270 2.258
C -1.823 2.443 -0.194
H 2.089 2.423 1.448
H -0.807 -1.276 -4.751
H 5.059 0.237 2.051
H -1.717 0.134 2.034
H -0.445 -1.705 -3.038
H -3.141 3.586 -1.440
H -2.555 -0.244 -1.468
H -0.988 4.824 1.545
H -2.123 -4.200 -1.026
H -2.867 -1.837 -4.367
H -3.358 3.846 0.278
H 0.463 4.902 0.550
H 3.311 1.185 0.573
H -1.824 -1.788 -1.211
H -3.947 2.352 -0.472
H -1.139 5.155 -0.177
H -0.658 -5.538 0.552
H -0.656 1.177 2.464
H 2.404 0.535 -1.507
H 1.162 -4.323 1.795
H 4.715 -2.025 3.118
H 1.520 1.780 -1.626
H -1.189 -0.139 -3.406
H 2.513 -3.221 2.739

Number 1: E_tot -940.59517 a.u.. Number 2: E_tot -1091.04034 a.u.. Number 3: E_tot -1058.39737 a.u.. Number 4: E_tot -1358.97461 a.u.. Number 5: E_tot -13816.55957 a.u.. Number 6: E_tot -3105.68432 a.u..